Molecular formula: C19H28N4O3
Method: DFT, the ωB97M-V functional and the def2-TZVPD basis

The geometry in ORCA input format:
```
! wB97M-V def2-TZVPD RIJCOSX def2/J DEFGRID3
* xyz 0 1
C 3.933 3.377 -1.756
H 3.942 2.356 -1.255
O 2.887 3.222 -2.873
C 1.650 2.970 -2.602
C 1.069 2.755 -1.303
C -0.030 2.280 -1.203
C -0.761 2.278 -2.262
C -0.565 2.591 -3.665
C 0.786 2.996 -3.836
H 1.209 3.249 -4.663
H -1.073 2.436 -4.627
H -2.016 1.907 -2.408
N -0.742 1.947 0.090
C 0.092 1.377 1.078
O 1.162 1.590 1.196
N -0.578 1.108 2.199
C -2.126 0.952 2.306
H -2.558 1.733 1.657
H -2.583 0.815 3.153
C -2.391 -0.533 1.542
H -3.489 -0.806 1.958
H -2.496 -0.428 0.396
C -1.321 -1.611 1.712
N -0.319 -1.537 0.587
C -1.266 -2.219 -0.761
H -2.185 -2.118 -0.552
C -0.443 -1.488 -1.684
C 1.040 -1.967 -1.900
C 1.779 -1.215 -0.490
C 0.951 -1.827 0.788
H 1.281 -1.414 1.514
H 0.986 -2.828 0.724
H 2.713 -1.556 -0.416
H 1.530 -0.068 -0.442
H 1.567 -1.309 -2.628
H 1.304 -3.093 -1.945
H -1.040 -2.058 -2.744
H -0.382 -0.626 -1.810
H -0.831 -3.284 -0.555
C -0.549 -1.228 2.989
H -1.357 -1.346 4.043
H 0.367 -1.944 3.292
C -0.037 0.321 3.160
H 1.009 0.367 3.070
H -0.295 0.716 4.039
C -2.116 -2.972 2.116
O -3.235 -3.084 2.171
N -1.193 -3.937 2.317
H -1.636 -4.918 2.138
H -0.065 -3.791 1.928
H -1.648 1.512 -0.097
H 1.804 2.585 -0.564
H 4.657 3.630 -2.203
H 3.607 4.132 -0.918
*
```

Calculated values
Lowest unoccupied orbital energy: 0.7 eV
E_HOMO: -7.69 eV
Gap between HOMO and LUMO: 0.30791 Eh

Atomic partial charges in e from the Mulliken method, atoms 1 to 5:
1 C -0.75
2 H 0.27
3 O -0.47
4 C 0.38
5 C 0.75

***

Molecular formula: C19H28NO5V
Method: DFT, the ωB97M-V functional and the def2-TZVPD basis

The geometry in ORCA input format:
```
! wB97M-V def2-TZVPD RIJCOSX def2/J DEFGRID3
* xyz 1 2
O -0.550 -2.662 -0.517
C -1.244 -3.273 0.650
C -1.886 -4.452 -0.057
H -1.978 -2.529 1.001
H -0.574 -3.557 1.476
C -1.171 -3.771 -1.264
H -2.989 -4.424 -0.116
H -1.473 -5.445 0.192
C -2.131 -3.187 -2.291
H -2.800 -2.481 -1.785
H -2.699 -4.000 -2.772
H -1.565 -2.639 -3.057
C -0.144 -4.743 -1.821
H 0.437 -5.166 -0.988
H 0.516 -4.254 -2.547
H -0.681 -5.558 -2.335
V 1.416 1.569 -0.181
C 3.491 2.494 0.186
C 2.914 2.465 1.485
C 2.777 1.099 1.879
H 2.661 3.352 2.066
C 3.189 0.273 0.783
C 3.624 1.140 -0.287
H 4.012 0.830 -1.254
H 3.834 3.398 -0.298
H 2.476 0.751 2.865
H 3.246 -0.808 0.798
C 1.268 3.623 -1.182
C 1.935 2.773 -2.118
C 1.023 1.717 -2.496
H 2.905 2.945 -2.589
C -0.267 2.041 -1.954
C -0.097 3.137 -1.039
H -0.870 3.607 -0.433
H 1.645 4.511 -0.668
H 1.272 0.835 -3.092
H -1.222 1.658 -2.295
O -3.474 -0.423 0.979
C -2.243 0.122 0.434
C -1.075 -0.218 1.368
H -2.264 1.232 0.423
H -2.081 -0.167 -0.623
C -1.761 -0.414 2.731
H -0.348 0.615 1.447
H -0.576 -1.122 1.028
C -3.268 -0.530 2.415
H -1.576 0.473 3.359
H -1.412 -1.327 3.228
H -3.895 0.251 2.904
H -3.667 -1.514 2.765
O 3.246 5.985 1.162
N 2.148 6.283 0.678
O 1.627 7.399 0.796
O 0.318 2.081 0.960
*
```

Calculated values
Lowest unoccupied orbital energy (alpha / beta): -5.3 / -5.9 eV
E_HOMO (alpha / beta): -11.72 / -11.72 eV
Expectation value of S²: 0.76
Gap between HOMO and LUMO (alpha / beta): 0.23561 / 0.21398 Eh

Atomic partial charges in e from the Mulliken method, atoms 1 to 5:
1 O -0.46
2 C 0.01
3 C -0.93
4 H -0.12
5 H 0.34

***

Molecular formula: C19H29AsBaO3S3
Method: DFT, the ωB97M-V functional and the def2-TZVPD basis

The geometry in ORCA input format:
```
! wB97M-V def2-TZVPD RIJCOSX def2/J DEFGRID3
* xyz 2 1
Ba 0.730 -0.150 -0.284
O 0.722 -0.422 2.200
S 0.670 -0.556 3.722
C -0.856 -1.451 4.114
C -1.130 -2.705 3.289
C -1.867 -2.396 1.983
C -1.857 -3.581 1.026
S -1.893 -3.103 -0.719
O -0.791 -2.050 -0.824
C -3.442 -2.234 -0.782
C -4.565 -2.990 -1.097
C -5.805 -2.369 -1.129
C -5.907 -1.009 -0.866
C -4.772 -0.262 -0.576
C -3.527 -0.874 -0.533
C 1.876 -1.792 4.137
C 2.295 -1.847 5.459
C 3.233 -2.801 5.824
C 3.751 -3.668 4.872
C 3.337 -3.588 3.548
C 2.393 -2.645 3.173
H -1.652 -0.710 4.019
H -0.740 -1.671 5.178
H -1.722 -3.392 3.896
H -0.190 -3.221 3.081
H -1.377 -1.548 1.504
H -2.893 -2.089 2.192
H -2.693 -4.267 1.171
H -0.934 -4.160 1.105
H -4.475 -4.046 -1.321
H -6.688 -2.944 -1.370
H -6.876 -0.528 -0.896
H -4.852 0.799 -0.377
H -2.642 -0.284 -0.338
H 1.908 -1.148 6.192
H 3.571 -2.857 6.850
H 4.490 -4.402 5.162
H 3.753 -4.259 2.809
H 2.066 -2.567 2.145
O 3.046 -0.484 -1.786
H 3.773 0.144 -1.888
H 3.304 -1.249 -2.315
C -2.789 0.553 -3.927
As -1.925 2.172 -3.357
C -3.234 3.571 -3.423
C -0.588 2.591 -4.669
S -1.129 2.052 -1.396
H -3.197 0.697 -4.926
H -3.588 0.315 -3.228
H -2.061 -0.256 -3.938
H -3.639 3.645 -4.431
H -2.755 4.506 -3.142
H -4.029 3.343 -2.717
H -1.066 2.719 -5.639
H 0.137 1.781 -4.719
H -0.091 3.513 -4.376
*
```

Calculated values
Lowest unoccupied orbital energy: -5.1 eV
E_HOMO: -14.16 eV
Gap between HOMO and LUMO: 0.33309 Eh

Atomic partial charges in e from the Mulliken method, atoms 1 to 5:
1 Ba 1.73
2 O -0.49
3 S 0.03
4 C -0.92
5 C -0.80

***

Molecular formula: C19H29AsCrN5S5Si2
Method: DFT, the ωB97M-V functional and the def2-TZVPD basis

The geometry in ORCA input format:
```
! wB97M-V def2-TZVPD RIJCOSX def2/J DEFGRID3
* xyz -2 2
Cr -0.495 -0.698 -0.765
N -1.563 3.528 -0.210
C -1.019 2.275 -0.314
S -2.088 0.933 -0.250
N 0.278 2.232 -0.499
N 0.713 0.960 -0.663
C 1.977 0.789 -0.824
C 2.425 -0.569 -1.025
C 3.748 -0.915 -1.267
C 4.046 -2.239 -1.545
C 3.023 -3.170 -1.590
C 1.728 -2.757 -1.316
N 1.446 -1.492 -1.017
H -2.453 3.578 0.256
H -0.904 4.257 0.009
H 2.659 1.632 -0.846
H 4.515 -0.152 -1.251
H 5.068 -2.537 -1.747
H 3.200 -4.203 -1.851
H 0.883 -3.432 -1.376
C 1.677 1.764 5.220
Si 1.113 1.970 3.407
C 2.754 2.196 2.476
C 0.276 3.668 3.377
C 0.028 0.678 2.695
C 0.611 -0.519 2.228
C 1.894 -0.973 2.685
C 2.254 -2.284 2.583
C 1.369 -3.195 1.979
C 0.271 -2.661 1.349
N -0.052 -1.353 1.341
Si -1.736 0.612 3.221
C -1.784 0.604 5.131
C -2.861 2.097 2.820
C -2.668 -0.960 2.775
H 2.420 2.530 5.470
H 2.136 0.784 5.380
H 0.848 1.858 5.923
H 3.009 3.260 2.452
H 2.689 1.838 1.448
H 3.581 1.671 2.961
H 0.997 4.429 3.695
H -0.587 3.725 4.044
H -0.051 3.904 2.362
H 2.527 -0.283 3.231
H 3.197 -2.618 3.004
H 1.575 -4.255 1.915
H -0.369 -3.290 0.740
H -1.421 1.538 5.569
H -1.165 -0.209 5.522
H -2.812 0.453 5.479
H -2.291 3.000 2.600
H -3.516 2.310 3.671
H -3.487 1.872 1.954
H -2.141 -1.837 3.158
H -2.806 -1.099 1.703
H -3.650 -0.917 3.259
S -3.489 -1.988 -4.342
As -1.677 -2.297 -3.324
S -0.509 -0.414 -3.028
S -1.934 -2.450 -1.104
S -0.371 -3.847 -3.973
*
```

Calculated values
Lowest unoccupied orbital energy (alpha / beta): 4.4 / 4.4 eV
E_HOMO (alpha / beta): -1.67 / -1.66 eV
Expectation value of S²: 0.77
Gap between HOMO and LUMO (alpha / beta): 0.22269 / 0.22262 Eh

Atomic partial charges in e from the Mulliken method, atoms 1 to 5:
1 Cr 0.44
2 N -0.42
3 C 0.50
4 S -0.53
5 N -1.68

***

Molecular formula: C19H29BN3O13S
Method: DFT, the ωB97M-V functional and the def2-TZVPD basis

The geometry in ORCA input format:
```
! wB97M-V def2-TZVPD RIJCOSX def2/J DEFGRID3
* xyz -1 1
C -2.922 4.260 1.582
C -2.048 5.425 1.115
O -1.524 5.136 -0.191
C -0.222 5.472 -0.378
O 0.165 6.597 -0.245
C 0.676 4.323 -0.769
C 0.142 2.941 -0.381
C 1.267 1.924 -0.127
C 0.922 0.868 0.945
C 0.909 1.484 2.387
N 1.218 2.918 2.459
C -0.479 0.315 0.608
C -0.795 -1.050 1.182
C -2.230 -1.480 0.862
C -2.935 -2.175 2.020
N -2.203 -3.363 2.483
O 0.083 -2.078 0.629
S 1.445 -1.681 -0.031
O 1.250 -1.234 -1.381
O 2.357 -2.762 0.218
C 1.980 -0.288 0.948
C 3.384 0.071 0.408
C 4.457 -0.779 1.059
N 4.945 -0.563 2.212
H -3.911 4.597 1.891
H -3.035 3.553 0.759
H -2.455 3.721 2.408
H -2.626 6.351 1.076
H -1.221 5.596 1.807
H 1.615 4.521 -0.249
H 0.835 4.399 -1.848
H -0.562 2.574 -1.127
H -0.421 3.068 0.543
H 2.185 2.456 0.115
H 1.439 1.365 -1.053
H -0.081 1.354 2.831
H 1.599 0.917 3.024
H 2.208 3.090 2.348
H 0.925 3.303 3.345
H -0.655 0.285 -0.470
H -1.217 0.998 1.037
H -0.663 -1.053 2.271
H -2.176 -2.140 -0.005
H -2.821 -0.610 0.554
H -3.118 -1.466 2.838
H -3.919 -2.486 1.658
H -1.755 -3.183 3.373
H -2.841 -4.130 2.642
H 2.104 -0.707 1.948
H 3.629 1.107 0.651
H 3.407 -0.060 -0.675
H 4.835 -1.635 0.504
H 4.517 0.265 2.636
B -0.423 -4.641 -4.030
O -1.133 -5.518 -4.983
C -0.283 -5.969 -5.893
O -0.542 -6.701 -6.804
C 1.106 -5.377 -5.567
O 2.113 -5.571 -6.184
O 0.976 -4.620 -4.489
O -1.013 -3.283 -4.008
C -1.429 -3.002 -2.790
O -1.966 -1.990 -2.430
C -1.126 -4.222 -1.893
O -1.393 -4.295 -0.728
O -0.544 -5.140 -2.645
*
```

Calculated values
Lowest unoccupied orbital energy: 1.8 eV
E_HOMO: -6.91 eV
Gap between HOMO and LUMO: 0.31831 Eh

Atomic partial charges in e from the Mulliken method, atoms 1 to 5:
1 C -1.05
2 C -0.26
3 O -0.36
4 C 0.34
5 O -0.60

***

Molecular formula: C19H29Br2F3IN4
Method: DFT, the ωB97M-V functional and the def2-TZVPD basis

The geometry in ORCA input format:
```
! wB97M-V def2-TZVPD RIJCOSX def2/J DEFGRID3
* xyz -1 1
N 0.489 1.776 -1.058
C -0.160 1.241 -0.059
C 0.195 1.662 1.425
C -0.728 0.923 2.509
I 0.037 1.619 4.467
C -0.541 -0.675 2.367
C 0.817 -1.217 3.006
C 1.373 -2.564 2.382
F 1.914 -3.321 3.479
Br 0.007 -3.733 1.555
C 2.591 -2.356 1.373
F 3.576 -1.504 1.859
F 3.215 -3.621 1.236
Br 2.065 -1.794 -0.439
H 1.173 2.431 -0.653
H -0.982 0.492 -0.257
H 1.311 1.493 1.639
H 0.061 2.786 1.470
H -0.714 -0.974 1.294
H -1.390 -1.116 2.988
H 0.592 -1.446 4.095
H 1.641 -0.451 2.947
C 0.113 2.102 -6.563
C 1.091 1.645 -5.485
C 0.494 1.692 -4.076
C 0.097 3.098 -3.742
N -0.212 4.193 -3.500
H -0.180 3.145 -6.423
H 0.572 2.023 -7.552
H -0.791 1.486 -6.558
H 1.986 2.273 -5.529
H 1.407 0.620 -5.703
H 1.223 1.346 -3.344
H -0.385 1.047 -4.009
C -3.384 4.904 4.341
C -2.285 5.757 4.967
C -1.481 6.546 3.931
C -0.818 5.604 2.981
N -0.309 4.869 2.240
H -2.972 4.144 3.674
H -3.948 4.383 5.117
H -4.082 5.523 3.769
H -1.616 5.108 5.539
H -2.737 6.458 5.676
H -0.717 7.149 4.427
H -2.133 7.220 3.370
C 1.642 -6.263 -2.276
C 0.786 -7.523 -2.210
C -0.711 -7.234 -2.343
C -1.158 -6.343 -1.230
N -1.497 -5.647 -0.363
H 1.419 -5.580 -1.452
H 2.701 -6.519 -2.206
H 1.482 -5.729 -3.217
H 0.981 -8.035 -1.263
H 1.089 -8.203 -3.011
H -1.281 -8.165 -2.303
H -0.925 -6.747 -3.297
*
```

Calculated values
Lowest unoccupied orbital energy: 2.2 eV
E_HOMO: -2.50 eV
Gap between HOMO and LUMO: 0.17208 Eh

Atomic partial charges in e from the Mulliken method, atoms 1 to 5:
1 N -0.36
2 C -0.51
3 C -0.15
4 C -0.95
5 I -0.32

***

Molecular formula: C19H29ClN2O3S
Method: DFT, the ωB97M-V functional and the def2-TZVPD basis

The geometry in ORCA input format:
```
! wB97M-V def2-TZVPD RIJCOSX def2/J DEFGRID3
* xyz 0 1
C -0.409 2.508 4.858
C 0.772 1.841 4.159
C 2.059 2.076 4.948
C 0.952 2.357 2.726
C -0.247 2.087 1.818
N -0.565 0.679 1.752
C -1.770 0.198 2.121
O -2.678 0.932 2.462
C -1.956 -1.321 2.119
C -0.865 -2.161 1.456
C -0.823 -1.956 -0.057
C -2.180 -2.252 -0.693
C -2.129 -2.026 -2.211
N -1.726 -0.679 -2.551
S -0.461 -0.430 -3.600
O -0.158 -1.638 -4.311
O -0.744 0.774 -4.322
C 0.872 -0.109 -2.447
C 1.743 -1.127 -2.111
C 2.720 -0.906 -1.155
C 2.811 0.346 -0.561
Cl 4.008 0.624 0.651
C 1.958 1.380 -0.925
C 0.976 1.142 -1.871
C -3.254 -1.387 -0.033
C -3.309 -1.638 1.471
H -0.302 3.591 4.836
H -1.348 2.240 4.382
H -0.456 2.190 5.897
H 0.584 0.761 4.119
H 1.969 1.674 5.955
H 2.266 3.141 5.023
H 2.905 1.595 4.462
H 1.838 1.883 2.292
H 1.129 3.434 2.751
H -1.141 2.590 2.189
H -0.035 2.457 0.808
H 0.193 0.056 1.531
H -2.014 -1.594 3.181
H 0.114 -1.959 1.896
H -1.090 -3.212 1.658
H -0.556 -0.926 -0.296
H -0.062 -2.608 -0.492
H -2.431 -3.307 -0.530
H -1.386 -2.686 -2.663
H -3.104 -2.262 -2.651
H -2.465 -0.010 -2.675
H 1.648 -2.079 -2.609
H 3.405 -1.690 -0.872
H 2.070 2.352 -0.472
H 0.293 1.917 -2.182
H -3.028 -0.334 -0.210
H -4.228 -1.605 -0.476
H -4.071 -1.001 1.923
H -3.571 -2.681 1.663
*
```

Calculated values
Lowest unoccupied orbital energy: 0.3 eV
E_HOMO: -9.64 eV
Gap between HOMO and LUMO: 0.36512 Eh

Atomic partial charges in e from the Mulliken method, atoms 1 to 5:
1 C -1.51
2 C 1.05
3 C -1.65
4 C -0.56
5 C -1.18

***

Molecular formula: C19H29ClN2O3S
Method: DFT, the ωB97M-V functional and the def2-TZVPD basis

The geometry in ORCA input format:
```
! wB97M-V def2-TZVPD RIJCOSX def2/J DEFGRID3
* xyz 0 1
C -2.206 3.612 -0.061
C -0.831 4.201 -0.363
C -0.900 5.727 -0.380
C -0.279 3.700 -1.704
C -0.079 2.185 -1.767
N 0.799 1.710 -0.722
C 0.380 0.921 0.291
O -0.747 0.466 0.333
C 1.469 0.655 1.328
C 2.379 -0.481 0.844
C 1.634 -1.811 0.848
C 1.137 -2.151 2.251
C 0.422 -3.512 2.269
N -0.796 -3.508 1.497
S -0.994 -4.469 0.169
O 0.025 -5.479 0.146
O -2.375 -4.854 0.129
C -0.687 -3.327 -1.176
C 0.429 -3.494 -1.972
C 0.694 -2.582 -2.979
C -0.176 -1.517 -3.167
Cl 0.151 -0.379 -4.420
C -1.306 -1.356 -2.377
C -1.558 -2.272 -1.371
C 0.207 -1.041 2.737
C 0.900 0.318 2.710
H -2.144 2.539 0.102
H -2.615 4.064 0.840
H -2.893 3.806 -0.882
H -0.142 3.895 0.433
H 0.077 6.159 -0.584
H -1.247 6.104 0.579
H -1.591 6.065 -1.150
H 0.680 4.191 -1.895
H -0.962 3.987 -2.505
H -1.027 1.664 -1.633
H 0.338 1.913 -2.742
H 1.728 2.099 -0.700
H 2.069 1.570 1.418
H 2.743 -0.265 -0.164
H 3.245 -0.545 1.508
H 0.776 -1.742 0.180
H 2.289 -2.604 0.481
H 1.998 -2.226 2.925
H 1.062 -4.276 1.820
H 0.213 -3.803 3.304
H -1.650 -3.293 1.978
H 1.076 -4.336 -1.787
H 1.561 -2.691 -3.611
H -1.973 -0.526 -2.545
H -2.423 -2.174 -0.736
H -0.663 -0.999 2.084
H -0.129 -1.253 3.755
H 0.189 1.092 3.005
H 1.724 0.324 3.430
*
```

Calculated values
Lowest unoccupied orbital energy: 0.5 eV
E_HOMO: -9.27 eV
Gap between HOMO and LUMO: 0.36018 Eh

Atomic partial charges in e from the Mulliken method, atoms 1 to 5:
1 C -1.33
2 C 1.21
3 C -1.71
4 C -1.21
5 C -0.46

***

Number 1: E_tot -32242.6166 eV. Number 2: E_tot -57556.8104 eV. Number 3: E_tot -120343.5931 eV. Number 4: E_tot -186821.5754 eV. Number 5: E_tot -62780.1326 eV. Number 6: E_tot -182469.5520 eV. Number 7: E_tot -52655.3868 eV. Number 8: E_tot -52655.4000 eV.